(1)
Below is a structure of composition C29H34Cl4FMnN5O5, with properties calculated with ωB97M-V/def2-TZVPD.

```
79
Properties=species:S:1:pos:R:3:forces:R:3
Mn 2.795 -1.646 -0.324 -0.25 0.18 -3.22
F -1.450 2.965 2.228 0.19 0.32 0.48
C -1.629 2.186 1.148 0.52 0.52 1.20
C -0.568 1.432 0.746 0.41 -1.19 -1.73
C -0.727 0.643 -0.468 -1.71 0.53 0.95
C 0.346 -0.200 -0.986 -0.16 0.06 1.06
O 1.461 -0.162 -0.324 -0.12 -0.54 -0.67
C 0.018 -1.037 -2.078 0.53 -0.64 0.03
C -1.244 -0.982 -2.627 -1.41 1.22 0.71
N -2.249 -0.149 -2.194 0.87 -0.82 -0.84
C -3.360 -0.042 -3.163 -0.92 0.50 1.22
C -4.094 1.229 -3.445 -1.06 -2.30 -0.97
C -4.807 0.062 -2.796 -1.16 -2.07 -2.84
C -2.070 0.599 -1.037 1.96 0.42 0.36
C -3.104 1.333 -0.424 -1.96 0.60 -0.60
C -2.934 2.201 0.646 1.19 -1.29 -1.29
N -3.967 2.950 1.255 -0.93 -2.42 -0.71
C -4.034 4.339 1.063 2.89 1.18 2.46
C -5.023 4.952 2.005 0.39 1.16 0.82
N -6.244 4.118 2.092 0.35 -0.90 0.90
C -5.831 2.819 2.837 -0.90 -1.35 -0.56
C -4.312 2.519 2.578 -0.57 -0.88 1.47
C 0.984 -2.061 -2.696 -0.08 0.26 -0.32
O 0.661 -2.562 -3.772 1.04 0.45 1.89
O 2.115 -2.259 -2.016 -1.33 0.30 -0.83
H 0.389 1.395 1.309 -0.86 0.23 -0.53
H -1.609 -1.601 -3.437 0.86 -0.11 -0.10
H -3.253 -0.640 -4.011 0.87 -1.00 -0.90
H -4.386 1.506 -4.446 0.33 -0.01 -0.10
H -3.819 1.965 -2.811 0.51 2.57 1.68
H -5.514 -0.655 -3.412 1.61 1.83 0.87
H -5.163 0.006 -1.826 -0.24 0.44 1.90
H -4.140 1.276 -0.825 1.05 0.00 0.33
H -4.171 4.691 0.111 -0.75 0.15 -2.80
H -3.014 4.746 1.326 -0.86 0.33 0.01
H -5.282 5.946 1.668 -0.14 0.23 -0.02
H -4.575 5.041 3.012 -0.59 -0.09 -0.38
H -6.562 3.899 1.161 -0.14 -0.24 -0.52
H -7.032 4.590 2.557 0.43 -0.17 0.02
H -6.478 1.947 2.440 0.96 1.61 0.52
H -6.095 2.977 3.894 0.33 -0.07 -0.40
H -4.156 1.419 2.681 -0.39 0.72 -0.34
H -3.669 2.900 3.398 -0.30 0.38 -0.41
Cl -0.539 -2.627 5.241 0.55 0.04 -0.92
C 0.656 -2.176 4.046 -0.67 -0.35 -1.40
C 1.604 -1.182 4.328 -1.16 -0.27 1.88
Cl 1.446 -0.390 5.883 0.35 -0.15 -0.56
C 2.604 -0.791 3.471 1.02 0.38 -1.38
Cl 3.680 0.522 3.823 -0.14 -0.41 -0.03
C 2.670 -1.404 2.215 -1.15 0.12 1.33
O 3.552 -1.175 1.230 -0.06 0.36 0.84
C 1.613 -2.267 1.884 1.56 -0.01 -1.47
O 1.722 -2.687 0.592 -0.90 -0.64 0.41
C 0.611 -2.692 2.695 -0.30 0.44 2.14
Cl -0.556 -3.740 1.979 -0.02 0.14 0.69
C 4.350 -3.979 0.558 -1.22 1.39 0.46
N 4.237 -3.077 -0.635 -0.14 -1.39 -0.27
C 3.965 -4.056 -1.742 1.46 -0.20 0.19
C 5.512 -2.396 -0.931 1.04 -0.15 -0.18
C 5.258 -1.312 -1.949 -0.02 0.29 -0.81
N 4.127 -0.465 -1.468 0.50 -0.45 0.93
C 4.669 0.496 -0.501 0.80 0.60 1.44
C 3.570 0.231 -2.613 -0.06 0.81 -0.95
H 5.123 -4.698 0.451 0.66 -0.64 -0.26
H 3.377 -4.421 0.807 0.34 -0.15 -0.62
H 4.528 -3.322 1.373 0.65 0.35 0.90
H 4.886 -4.654 -1.770 -0.46 -0.34 0.06
H 3.836 -3.697 -2.731 -0.16 1.02 -0.59
H 3.106 -4.629 -1.507 -0.69 -0.61 0.35
H 6.336 -3.100 -1.180 -0.84 0.04 -0.60
H 5.971 -1.978 -0.059 -0.45 0.56 1.02
H 4.962 -1.689 -2.950 0.34 -0.10 0.73
H 6.110 -0.615 -2.090 -0.13 -0.71 0.03
H 5.397 1.214 -0.954 -0.87 -0.36 0.01
H 5.226 -0.003 0.331 -0.50 0.22 -0.93
H 3.821 0.968 0.010 0.40 0.40 -0.36
H 4.270 1.056 -2.874 -0.83 -0.15 0.14
H 2.510 0.520 -2.549 0.66 0.34 0.57
H 3.591 -0.438 -3.446 -0.05 -0.49 -0.58
```
Forces are in eV/Å.

The multiplicity is 4. The relative energy (zero: lowest compared OMol25 entry of this formula, charge and spin) is 38.23 kJ/mol. The HOMO energy (alpha / beta) comes out at -12.43 / -12.56 eV. The lowest unoccupied orbital energy (alpha / beta) comes out at -6.10 / -5.83 eV. As for the expectation value of S²: 3.818. Its net charge is +2.

---

(2)
Below is a structure of composition C29H34CrN4S3Sb2, with properties calculated with ωB97M-V/def2-TZVPD.

```
73
Properties=species:S:1:pos:R:3:forces:R:3
Cr -1.777 -0.370 -0.430 -0.05 0.01 -0.02
C -4.297 2.756 3.117 -0.01 0.00 0.00
S -3.310 1.399 3.767 0.01 -0.01 0.00
C -2.700 0.617 2.339 -0.01 0.00 0.00
S -3.081 1.220 0.759 0.04 0.02 -0.02
N -1.956 -0.425 2.623 0.01 0.01 0.02
N -1.473 -1.036 1.511 -0.02 0.00 -0.05
C -0.812 -2.127 1.640 -0.01 0.01 -0.01
C -0.349 -2.763 0.408 0.04 -0.03 0.05
C 0.310 -3.981 0.403 0.01 0.02 0.02
C 0.717 -4.515 -0.809 0.02 0.01 -0.02
C 0.461 -3.813 -1.976 0.01 -0.02 0.00
C -0.211 -2.604 -1.895 -0.02 0.01 -0.01
N -0.615 -2.093 -0.733 0.09 0.10 -0.05
H -4.705 3.248 3.999 0.00 0.00 0.00
H -3.686 3.461 2.559 0.01 0.00 0.00
H -5.112 2.389 2.500 0.00 0.00 0.00
H -0.621 -2.560 2.617 -0.01 0.00 0.00
H 0.498 -4.494 1.336 0.00 0.00 0.00
H 1.234 -5.464 -0.842 0.00 0.00 0.01
H 0.768 -4.191 -2.940 0.00 0.00 0.00
H -0.448 -2.023 -2.777 0.00 0.00 0.00
S -3.279 -0.560 -4.622 0.00 0.00 0.00
C -1.932 0.484 -4.711 0.00 0.00 0.01
C -1.376 0.716 -3.485 -0.01 0.01 -0.01
C -2.038 0.042 -2.416 0.02 -0.01 0.04
C -3.091 -0.693 -2.916 -0.01 0.00 -0.01
C -3.911 -1.517 -2.044 0.01 0.01 0.00
C -5.041 -2.233 -2.426 0.00 0.00 -0.01
C -5.733 -2.957 -1.476 0.00 0.00 0.00
C -5.294 -2.953 -0.156 0.00 0.00 0.00
C -4.167 -2.224 0.155 -0.01 0.00 0.00
N -3.484 -1.534 -0.764 0.02 -0.01 0.03
H -1.623 0.882 -5.664 0.00 0.00 0.00
H -0.512 1.358 -3.370 0.00 -0.01 0.00
H -5.370 -2.207 -3.456 0.00 0.00 0.00
H -6.616 -3.516 -1.756 0.00 0.00 0.00
H -5.818 -3.496 0.617 0.00 0.00 0.00
H -3.794 -2.174 1.170 0.00 0.00 0.00
C 3.879 -0.612 2.819 -0.02 0.02 0.02
Sb 2.845 -0.929 0.973 0.02 -0.11 -0.01
C 3.786 -2.816 0.555 -0.03 0.00 0.01
C 4.220 0.247 -0.214 -0.01 0.00 -0.02
C 4.124 1.686 0.184 -0.01 -0.02 0.06
C 5.072 2.207 1.067 0.02 0.01 -0.01
C 5.018 3.518 1.506 -0.01 0.00 0.00
C 4.001 4.348 1.056 0.00 -0.01 0.01
C 3.055 3.844 0.183 0.00 0.02 -0.03
C 3.089 2.520 -0.257 -0.07 0.08 0.03
C 2.010 2.064 -1.193 -0.04 -0.05 -0.14
Sb 0.085 1.666 -0.263 -0.04 -0.04 0.10
C 0.448 2.327 1.722 0.01 0.02 0.00
C -0.899 3.355 -1.112 0.04 0.06 0.05
H 4.932 -0.869 2.707 0.00 0.01 -0.02
H 3.440 -1.233 3.599 -0.01 0.00 -0.01
H 3.791 0.432 3.114 0.01 0.00 0.01
H 4.868 -2.689 0.564 0.00 0.01 0.01
H 3.478 -3.199 -0.416 0.00 0.01 -0.02
H 3.513 -3.540 1.322 -0.01 -0.01 -0.01
H 3.992 0.081 -1.266 0.00 0.00 -0.01
H 5.220 -0.141 -0.022 0.00 -0.01 0.01
H 5.877 1.564 1.404 0.00 0.00 0.00
H 5.771 3.893 2.186 0.00 0.00 0.00
H 3.951 5.381 1.375 0.00 0.00 0.00
H 2.267 4.496 -0.182 -0.01 0.00 0.00
H 2.283 1.202 -1.797 0.05 -0.02 0.06
H 1.765 2.878 -1.877 -0.01 -0.05 -0.05
H 0.505 3.414 1.742 0.02 0.00 -0.01
H 1.395 1.917 2.070 0.00 0.00 0.00
H -0.356 1.990 2.372 0.00 -0.02 0.01
H -0.565 4.257 -0.600 0.00 0.00 -0.01
H -1.977 3.261 -1.016 -0.01 -0.01 0.02
H -0.638 3.428 -2.166 -0.01 0.00 0.00
```
Forces are in eV/Å.

The multiplicity is 4. The relative energy (zero: lowest compared OMol25 entry of this formula, charge and spin) is 0.00 kJ/mol. The HOMO energy (alpha / beta) comes out at -10.47 / -10.45 eV. The lowest unoccupied orbital energy (alpha / beta) comes out at -3.57 / -3.78 eV. As for the expectation value of S²: 3.816. Its net charge is +1.